{"formula": "C40H84IN7O11P", "method": "ωB97M-V with the def2-TZVPD basis set", "species": ["C", "C", "C", "C", "C", "C", "C", "C", "C", "C", "C", "C", "C", "C", "C", "C", "C", "N", "C", "O", "C", "C", "C", "C", "C", "I", "O", "C", "N", "O", "C", "P", "O", "O", "O", "H", "H", "H", "H", "H", "H", "H", "H", "H", "H", "H", "H", "H", "H", "H", "H", "H", "H", "H", "H", "H", "H", "H", "H", "H", "H", "H", "H", "H", "H", "H", "H", "H", "H", "H", "H", "H", "H", "H", "H", "H", "H", "H", "H", "H", "H", "H", "H", "H", "C", "O", "N", "C", "C", "H", "H", "H", "H", "H", "H", "H", "C", "O", "N", "C", "C", "H", "H", "H", "H", "H", "H", "H", "C", "O", "N", "C", "C", "H", "H", "H", "H", "H", "H", "H", "C", "O", "N", "C", "C", "H", "H", "H", "H", "H", "H", "H", "C", "O", "N", "C", "C", "H", "H", "H", "H", "H", "H", "H"], "coordinates": [[5.86179, -3.32312, -1.04655], [4.80240, -4.05948, -0.23002], [3.83545, -4.82638, -1.14946], [2.38013, -4.74128, -0.69855], [1.44095, -5.75780, -1.35170], [1.65152, -5.98486, -2.86476], [0.44233, -5.51669, -3.71821], [0.91403, -4.96330, -5.06805], [1.29221, -3.46645, -5.00786], [0.96115, -2.69921, -6.31579], [0.12649, -1.45448, -5.99254], [-1.33685, -1.82441, -5.71118], [-2.36242, -0.68429, -5.78003], [-2.51042, 0.19590, -4.53124], [-1.21068, 0.54057, -3.81284], [-0.67643, -0.51054, -2.84020], [-0.99110, -0.19016, -1.37707], [0.06836, 0.77254, -0.89099], [0.99053, 0.20465, 0.14441], [1.91377, -0.61033, -0.43548], [3.24253, -0.08092, -0.48467], [3.40857, 0.95868, -1.57932], [3.22370, 0.31108, -2.95356], [2.76611, 1.32502, -4.02397], [0.17800, -0.46975, 1.26513], [-0.69311, 1.15678, 2.43581], [1.06012, -1.32006, 1.99113], [1.50776, -0.90371, 3.14088], [1.95935, -0.81665, 4.22454], [-0.87725, -1.22762, 0.84731], [-0.93261, -1.47356, -0.55846], [-2.34945, -2.61274, -0.84898], [-1.85250, -3.92849, -1.25050], [-3.30378, -1.99380, -1.95425], [-3.17317, -2.61575, 0.49487], [5.39307, -2.58867, -1.70064], [6.55387, -2.78736, -0.40092], [6.41711, -3.99963, -1.68912], [4.23882, -3.30687, 0.31479], [5.27431, -4.76068, 0.44981], [4.15601, -5.85194, -1.30438], [3.90388, -4.34844, -2.12715], [1.99008, -3.72852, -0.79937], [2.36523, -4.93912, 0.37537], [1.45481, -6.70184, -0.81745], [0.42726, -5.37905, -1.23138], [1.74704, -7.04977, -3.02523], [2.52078, -5.46411, -3.24615], [-0.19810, -6.36570, -3.93325], [-0.08542, -4.72591, -3.18846], [1.78675, -5.51890, -5.40453], [0.14269, -5.08274, -5.82727], [2.36522, -3.38774, -4.84334], [0.83065, -2.97559, -4.14914], [1.89515, -2.35092, -6.74358], [0.41601, -3.33241, -7.00660], [0.13343, -0.69291, -6.77229], [0.58470, -0.99494, -5.11787], [-1.60366, -2.52853, -6.49750], [-1.41907, -2.38607, -4.78126], [-3.32893, -1.16054, -5.93500], [-2.19480, -0.07633, -6.66265], [-2.93862, 1.14400, -4.84707], [-3.21985, -0.22327, -3.82286], [-0.45554, 0.82521, -4.53453], [-1.40646, 1.45101, -3.23567], [-1.04245, -1.50993, -3.03836], [0.40610, -0.56608, -2.95282], [-1.96441, 0.28512, -1.34051], [0.62778, 1.09144, -1.68447], [-0.36796, 1.59859, -0.46984], [1.48819, 1.06055, 0.59694], [3.90486, -0.90476, -0.71580], [3.55309, 0.28560, 0.49253], [4.41225, 1.35903, -1.48269], [2.72588, 1.80186, -1.43624], [4.18167, -0.09054, -3.26628], [2.52938, -0.52224, -2.89358], [3.27025, 1.14171, -4.96360], [1.69344, 1.26365, -4.18183], [3.05220, 2.32518, -3.71469], [-0.06457, -2.04745, -0.87974], [-3.27507, -2.54201, -2.74944], [-3.84576, -3.30579, 0.39009], [-1.08818, 5.80644, 3.73594], [-0.73357, 6.91711, 3.40111], [-0.72140, 5.18380, 4.86998], [-1.19295, 3.85632, 5.19791], [0.16082, 5.87405, 5.79713], [-1.77598, 5.19991, 3.11468], [-1.75080, 3.87286, 6.13557], [-0.34529, 3.17316, 5.30175], [-1.85164, 3.49412, 4.40710], [-0.31864, 6.79591, 6.11841], [1.10271, 6.12424, 5.30796], [0.35098, 5.24681, 6.66341], [-0.49473, 7.78339, 8.77256], [-0.86947, 6.71988, 9.23103], [0.30222, 8.65996, 9.40319], [0.70982, 9.90991, 8.79126], [0.76393, 8.33970, 10.74435], [-0.79637, 8.12364, 7.76727], [1.79773, 9.95131, 8.70924], [0.36837, 10.75259, 9.39454], [0.27843, 9.99467, 7.79636], [1.33227, 7.40937, 10.73278], [-0.08783, 8.20836, 11.41150], [1.39307, 9.14512, 11.11321], [-5.07651, 2.14638, 3.68491], [-5.43096, 2.76151, 4.66813], [-5.04552, 0.80287, 3.58292], [-4.58949, 0.14134, 2.37844], [-5.47755, 0.00414, 4.72077], [-4.72999, 2.65558, 2.76584], [-5.37794, -0.48683, 1.95928], [-3.72270, -0.48334, 2.60821], [-4.30337, 0.88787, 1.63854], [-6.51318, 0.23568, 4.96775], [-4.86246, 0.23040, 5.59162], [-5.38913, -1.05140, 4.47807], [3.48766, -7.82319, -6.58549], [2.77830, -7.37648, -5.69975], [3.17898, -7.79883, -7.89089], [4.05948, -8.34897, -8.90483], [1.91673, -7.20080, -8.29516], [4.46130, -8.29577, -6.37680], [4.35266, -7.57000, -9.61071], [3.55258, -9.14710, -9.44943], [4.95404, -8.75554, -8.43919], [1.88038, -6.15614, -7.98367], [1.08586, -7.72510, -7.82205], [1.81612, -7.26083, -9.37533], [-4.95074, 7.66429, 7.73392], [-4.59414, 8.82574, 7.75455], [-4.58218, 6.77162, 6.79586], [-5.02980, 5.39183, 6.81388], [-3.69950, 7.22022, 5.73532], [-5.61905, 7.23743, 8.50070], [-4.17252, 4.71875, 6.88711], [-5.58211, 5.15541, 5.90336], [-5.67830, 5.22395, 7.67063], [-2.76551, 7.58882, 6.16290], [-4.16414, 8.03459, 5.17909], [-3.48961, 6.39418, 5.06053]], "forces_ev_per_a": [[-0.02, -0.01, 0.26], [-0.04, -0.11, -0.90], [-0.10, 0.92, -0.18], [0.22, -0.91, 0.56], [-0.27, 0.48, -0.49], [-1.13, 0.17, 0.28], [1.08, -0.06, -0.50], [0.02, 0.64, 0.26], [0.14, -0.48, -0.64], [0.15, 0.78, 1.02], [-0.38, -0.17, 0.22], [0.14, 0.20, -0.53], [-0.20, -0.58, 0.65], [0.26, 0.29, -0.36], [-0.34, 0.35, 0.31], [0.20, 0.16, 0.02], [0.11, -0.70, -0.94], [-0.74, 0.39, 0.43], [1.24, 0.36, 0.40], [-0.59, -0.65, -0.17], [0.80, 0.42, -0.21], [-0.29, -0.61, 0.15], [0.11, 0.73, -0.43], [0.38, -0.41, 0.46], [-0.65, 0.13, -0.04], [0.14, -0.09, 0.09], [-0.20, 0.72, 0.07], [1.25, -0.75, 2.83], [-1.08, 0.26, -2.74], [0.17, 0.00, -0.12], [-0.30, 0.40, 0.18], [0.45, -1.69, -0.16], [0.19, 0.05, -0.20], [-0.14, 0.71, 0.13], [-0.08, 0.65, -0.18], [-0.12, 0.10, -0.13], [0.20, -0.01, 0.01], [0.17, -0.12, -0.02], [-0.12, -0.03, 0.45], [0.01, 0.11, 0.39], [-0.02, -0.24, 0.13], [0.03, -0.08, -0.23], [0.10, 0.29, -0.27], [-0.08, 0.08, 0.19], [0.29, -0.16, 0.12], [-0.20, -0.06, 0.19], [0.50, -0.15, -0.30], [0.35, -0.16, 0.08], [-0.39, -0.01, 0.35], [-0.42, -0.10, 0.09], [-0.21, -0.14, -0.09], [-0.20, -0.09, -0.03], [0.16, 0.06, 0.17], [-0.28, 0.01, 0.09], [0.09, -0.18, -0.47], [0.10, -0.11, -0.29], [0.13, -0.09, -0.28], [0.11, 0.20, 0.08], [-0.14, -0.15, -0.06], [-0.06, -0.14, 0.12], [-0.20, 0.06, -0.15], [0.25, 0.16, -0.12], [-0.23, 0.09, -0.05], [-0.07, -0.20, 0.12], [0.16, -0.07, -0.20], [0.07, 0.16, 0.04], [-0.06, -0.10, -0.27], [0.17, -0.27, 0.17], [-0.08, 0.26, 0.42], [0.12, -0.03, -0.02], [-0.08, 0.00, -0.01], [0.01, 0.21, 0.06], [-0.11, -0.45, 0.01], [-0.25, 0.11, 0.23], [0.14, 0.25, -0.03], [-0.08, 0.13, 0.06], [0.12, -0.28, 0.07], [-0.05, -0.20, 0.00], [-0.12, -0.10, -0.30], [-0.18, 0.22, -0.10], [-0.14, 0.26, -0.04], [0.14, -0.21, 0.05], [-0.05, -0.08, -0.11], [-0.15, -0.07, 0.38], [-0.10, 0.06, -0.12], [0.07, 0.02, 0.00], [0.02, -0.26, -0.04], [0.16, 0.13, 0.11], [-0.06, 0.08, -0.13], [0.01, -0.04, 0.02], [-0.03, -0.11, -0.01], [-0.07, -0.08, 0.04], [-0.07, 0.04, 0.02], [0.10, 0.05, 0.06], [0.00, 0.03, 0.02], [-0.07, -0.02, 0.02], [-0.20, -0.01, -0.14], [0.09, -0.08, 0.00], [0.12, 0.11, 0.02], [0.01, -0.10, 0.19], [-0.11, -0.10, -0.08], [0.00, 0.09, 0.03], [0.00, 0.06, -0.04], [0.02, 0.05, -0.06], [-0.03, -0.02, -0.01], [0.01, 0.00, 0.06], [0.03, -0.01, 0.04], [0.00, 0.03, -0.03], [0.06, 0.10, -0.05], [0.02, -0.01, 0.07], [0.04, -0.04, -0.15], [-0.03, -0.08, 0.30], [-0.01, 0.17, 0.00], [-0.02, -0.02, -0.02], [0.02, -0.01, -0.05], [0.00, -0.06, -0.16], [-0.01, 0.01, -0.01], [0.00, -0.03, 0.04], [-0.03, -0.03, 0.03], [0.02, -0.01, -0.04], [0.05, -0.06, 0.19], [0.13, -0.14, -0.11], [0.05, -0.02, -0.20], [-0.20, 0.10, 0.02], [0.05, -0.02, 0.17], [0.00, 0.00, -0.01], [0.05, -0.05, -0.04], [0.06, -0.02, -0.04], [0.00, 0.00, 0.04], [-0.05, 0.01, -0.02], [-0.04, 0.04, -0.02], [0.03, -0.02, -0.02], [-0.02, 0.02, 0.14], [0.06, 0.05, -0.04], [-0.07, -0.19, -0.05], [0.11, 0.19, -0.15], [-0.06, 0.09, 0.17], [0.00, -0.02, -0.02], [-0.05, -0.07, 0.01], [0.02, -0.10, 0.03], [0.00, 0.03, 0.04], [0.04, 0.03, -0.10], [0.08, 0.02, -0.04], [-0.05, -0.05, 0.02]], "lowdin_charge": [-0.119, -0.252, -0.221, -0.210, -0.189, -0.178, -0.181, -0.208, -0.186, -0.183, -0.209, -0.195, -0.179, -0.182, -0.180, -0.148, -0.199, 0.189, -0.347, -0.053, -0.149, -0.170, -0.234, -0.073, -0.751, 1.141, 0.056, -0.387, 0.206, -0.093, -0.236, 0.469, -0.226, -0.096, -0.073, 0.050, 0.069, 0.077, 0.087, 0.108, 0.124, 0.092, 0.092, 0.110, 0.108, 0.078, 0.104, 0.087, 0.111, 0.076, 0.072, 0.101, 0.105, 0.083, 0.104, 0.100, 0.117, 0.071, 0.115, 0.096, 0.109, 0.113, 0.114, 0.097, 0.095, 0.114, 0.092, 0.098, 0.164, 0.166, 0.149, 0.138, 0.121, 0.140, 0.132, 0.108, 0.114, 0.086, 0.078, 0.044, 0.076, 0.144, 0.103, 0.114, -0.388, 0.023, -0.189, -0.075, -0.022, 0.128, 0.091, 0.080, 0.044, 0.065, 0.097, 0.095, -0.371, 0.005, -0.194, -0.052, -0.037, 0.113, 0.089, 0.092, 0.085, 0.092, 0.094, 0.086, -0.360, 0.022, -0.194, -0.088, -0.029, 0.131, 0.091, 0.064, 0.070, 0.097, 0.095, 0.087, -0.333, 0.001, -0.193, -0.052, -0.033, 0.136, 0.090, 0.092, 0.084, 0.083, 0.096, 0.087, -0.356, 0.010, -0.189, -0.054, -0.032, 0.133, 0.078, 0.077, 0.085, 0.079, 0.099, 0.072], "gap_ev": 6.462, "mol_weight_g_mol": 997.0, "total_charge": 1, "e_homo_ha": -0.370}

{"formula": "C33H31N7O3S2SeSn", "method": "ωB97M-V with the def2-TZVPD basis set", "species": ["Sn", "O", "S", "C", "C", "C", "C", "S", "O", "C", "C", "C", "C", "C", "C", "C", "C", "C", "C", "C", "C", "H", "H", "H", "H", "H", "H", "H", "H", "H", "H", "H", "H", "H", "H", "H", "H", "H", "H", "Se", "N", "C", "C", "C", "C", "C", "N", "C", "C", "N", "C", "C", "C", "C", "C", "N", "H", "H", "H", "H", "H", "H", "C", "N", "C", "C", "C", "N", "C", "O", "N", "H", "H", "H", "H", "H", "H", "H"], "coordinates": [[0.66228, 0.08168, -0.81496], [1.75527, 2.34057, -0.71637], [1.59487, 3.84528, -0.62931], [0.90219, 4.13255, 1.05680], [-0.48845, 4.74967, 1.25669], [-1.34113, 4.03961, 2.32471], [-2.22357, 2.89074, 1.81315], [-1.45461, 1.26432, 1.90622], [-0.28088, 1.35581, 0.94124], [-2.71519, 0.31353, 1.08703], [-3.34698, -0.68151, 1.81891], [-4.32528, -1.45534, 1.20588], [-4.65263, -1.23139, -0.12330], [-4.00446, -0.23823, -0.85133], [-3.03015, 0.53824, -0.24832], [0.23365, 4.30301, -1.67207], [0.21641, 5.60525, -2.14740], [-0.85035, 6.02221, -2.93516], [-1.86581, 5.13353, -3.25269], [-1.82119, 3.82020, -2.79335], [-0.77018, 3.40082, -1.99609], [1.66643, 4.71868, 1.56696], [0.92422, 3.12316, 1.45097], [-1.05044, 4.76776, 0.32440], [-0.37114, 5.79303, 1.54824], [-2.02351, 4.77592, 2.75055], [-0.71957, 3.70482, 3.16069], [-2.52813, 3.04819, 0.77619], [-3.12589, 2.78686, 2.42088], [-3.08589, -0.84202, 2.85856], [-4.83866, -2.22216, 1.77091], [-5.42502, -1.82566, -0.59418], [-4.27071, -0.06317, -1.88554], [-2.52102, 1.31281, -0.81038], [1.02884, 6.28365, -1.91635], [-0.87762, 7.03559, -3.31181], [-2.68853, 5.45750, -3.87591], [-2.60660, 3.12783, -3.06914], [-0.70816, 2.38432, -1.62799], [6.98173, -4.41408, 1.21599], [6.23475, -2.95007, 1.88930], [5.22779, -2.64503, 1.11496], [4.36380, -1.49066, 1.34049], [4.56019, -0.60909, 2.40524], [3.70778, 0.46125, 2.54629], [2.68329, 0.62972, 1.62359], [2.48297, -0.20044, 0.60761], [3.31171, -1.25559, 0.45857], [3.08443, -2.14959, -0.68404], [2.05774, -1.84541, -1.48660], [1.81452, -2.59799, -2.54959], [2.58583, -3.71097, -2.86796], [3.64122, -4.04107, -2.04456], [3.90637, -3.24906, -0.92567], [5.00459, -3.51437, -0.00579], [5.83043, -4.51861, -0.13207], [5.37920, -0.78211, 3.09098], [3.82418, 1.17092, 3.35277], [1.99346, 1.45498, 1.69642], [0.97664, -2.29899, -3.16856], [2.35600, -4.29358, -3.74856], [4.27543, -4.89438, -2.24693], [-0.59042, -3.41982, 2.43530], [-1.15964, -3.42747, 1.08621], [-1.98112, -4.42321, 0.66397], [-2.48636, -4.43702, -0.58617], [-2.11502, -3.35788, -1.43904], [-1.29253, -2.39394, -1.03200], [-0.81985, -2.41469, 0.21634], [-0.03364, -1.52732, 0.64619], [-2.57562, -3.28558, -2.69064], [-1.07042, -4.20054, 3.01827], [-0.76365, -2.45252, 2.89883], [0.48216, -3.59960, 2.39269], [-2.20217, -5.19425, 1.38896], [-3.14132, -5.22948, -0.91420], [-3.18746, -3.98783, -3.06756], [-2.31941, -2.50231, -3.26632]], "forces_ev_per_a": [[0.00, 0.06, 0.04], [0.06, -0.02, -0.05], [-0.01, -0.05, 0.06], [-0.05, 0.07, 0.03], [0.01, -0.04, -0.02], [0.02, 0.01, 0.02], [0.02, 0.04, -0.01], [-0.05, 0.00, 0.02], [0.05, -0.05, -0.08], [-0.03, -0.04, 0.02], [0.00, -0.01, -0.01], [0.00, -0.01, 0.00], [0.00, 0.01, -0.02], [-0.02, -0.02, 0.03], [0.02, 0.04, 0.00], [-0.01, 0.02, 0.00], [-0.05, 0.00, -0.03], [0.04, 0.00, 0.03], [-0.01, -0.04, -0.01], [-0.01, 0.05, -0.03], [0.04, -0.01, 0.04], [0.01, 0.01, -0.02], [0.03, -0.03, 0.01], [-0.02, -0.02, -0.06], [0.01, -0.01, 0.01], [-0.01, 0.00, -0.01], [-0.01, -0.01, 0.00], [0.00, -0.01, 0.00], [0.00, 0.00, 0.01], [-0.01, 0.01, 0.00], [0.00, 0.00, 0.00], [0.00, 0.00, 0.00], [0.00, 0.00, 0.00], [-0.01, 0.00, 0.02], [-0.01, 0.01, 0.01], [0.00, 0.00, 0.00], [0.00, 0.00, 0.00], [0.00, 0.00, 0.01], [-0.02, 0.06, -0.04], [0.02, 0.01, -0.01], [0.01, -0.03, 0.02], [-0.02, 0.02, -0.05], [0.02, 0.01, 0.04], [-0.01, 0.00, -0.02], [0.03, 0.00, 0.02], [-0.05, 0.03, 0.00], [0.03, -0.10, 0.01], [-0.03, 0.00, -0.05], [-0.03, 0.02, 0.01], [-0.02, -0.01, -0.01], [0.01, 0.02, 0.01], [0.02, -0.02, 0.01], [-0.01, 0.01, -0.02], [0.01, -0.02, 0.00], [-0.02, 0.04, 0.01], [0.01, -0.02, 0.02], [0.00, -0.01, 0.00], [-0.01, 0.00, -0.01], [0.00, -0.01, 0.00], [0.00, 0.00, 0.00], [0.01, 0.00, 0.00], [-0.01, 0.00, 0.00], [-0.01, 0.00, -0.01], [-0.01, 0.02, -0.02], [0.00, 0.00, 0.03], [-0.04, 0.01, -0.01], [0.09, 0.01, 0.03], [-0.04, -0.01, -0.01], [0.08, -0.04, 0.01], [0.00, 0.00, -0.01], [-0.05, -0.01, 0.00], [0.00, 0.00, 0.00], [-0.01, 0.00, 0.01], [0.00, 0.01, -0.01], [0.00, 0.00, 0.00], [0.00, 0.00, 0.00], [0.00, 0.01, 0.00], [0.02, 0.01, -0.01]], "lowdin_charge": [1.411, -0.680, 1.048, -0.279, -0.197, -0.203, -0.298, 1.049, -0.686, -0.400, -0.080, -0.058, -0.060, -0.057, -0.080, -0.413, -0.071, -0.048, -0.053, -0.060, -0.099, 0.095, 0.035, 0.096, 0.121, 0.121, 0.120, 0.097, 0.110, 0.115, 0.118, 0.117, 0.116, 0.092, 0.119, 0.118, 0.116, 0.109, 0.028, 1.204, -0.211, -0.338, -0.066, 0.045, 0.005, -0.089, 0.020, -0.120, -0.141, -0.009, -0.111, -0.009, 0.040, -0.069, -0.340, -0.210, 0.132, 0.124, 0.082, 0.113, 0.120, 0.131, 0.022, -0.022, -0.016, 0.021, -0.366, 0.183, -0.503, -0.158, 0.197, 0.101, 0.093, 0.105, 0.145, 0.124, 0.124, 0.120], "gap_ev": 8.084, "mol_weight_g_mol": 835.5, "total_charge": 2, "e_homo_ha": -0.491, "e_above_lowest_kj_mol": 0.0}